The following is a DFT calculation (ωB97M-V with the def2-TZVPD basis set) of a cluster of 3 separate species, C5H15N2 in total.

The calculation puts the LUMO energy (spin up / spin down) at -13.3 / -13.2 eV. The value obtained for the energy relative to the best compared isomer or geometry (same formula, charge and spin) is 176.8 kcal per mole. For the strongest force on any atom, the calculation gives 2.765 eV/A. The calculation puts the frontier orbital gap (spin up / spin down) at 3.91 / 3.91 eV. Its spin multiplicity is 2. The calculation puts the total energy at -8382.6409 eV. The expectation value of S² is 0.757. As for the total charge: +2.

Bonds (Å) are listed after each position.
Element x y z (Å)
1 C 0.23 -2.20 -1.84  C4 1.349, H8 1.084, H9 1.085
2 N 0.66 1.74 -1.38  C3 1.425, H10 1.025, H17 1.052
3 C -0.45 2.12 -2.19  N2 1.425, H11 1.113, H12 1.091, H13 1.090
4 C -0.78 -2.43 -0.98  C1 1.349, H14 1.078, H15 1.074
5 N -0.31 0.19 0.90  C6 1.364, H16 1.039
6 C 0.62 0.18 1.89  N5 1.364, C7 1.562, H18 1.134, H19 1.092
7 C 0.15 -0.18 3.34  C6 1.562, H20 1.094, H21 1.089, H22 1.091
8 H 0.67 -1.22 -1.95  C1 1.084
9 H 0.76 -3.02 -2.32  C1 1.085
10 H 1.42 1.26 -1.88  N2 1.025
11 H -0.87 1.20 -2.65  C3 1.113
12 H -0.20 2.79 -3.02  C3 1.091
13 H -1.19 2.62 -1.56  C3 1.090
14 H -1.28 -3.38 -1.04  C4 1.078
15 H -1.19 -1.61 -0.42  C4 1.074
16 H -1.14 0.76 1.18  N5 1.039
17 H 0.34 1.19 -0.55  N2 1.052
18 H 1.06 1.22 1.93  C6 1.134
19 H 1.39 -0.52 1.54  C6 1.092
20 H -0.29 0.70 3.81  C7 1.094
21 H -0.61 -0.95 3.25  C7 1.089
22 H 1.01 -0.48 3.94  C7 1.091

Atomic partial charges in e from the Löwdin method, atoms 1 to 4: number 1, C, carries 0.008; number 2, N, carries 0.267; number 3, C, carries -0.016; number 4, C, carries 0.005

The following is a DFT calculation (ωB97M-V with the def2-TZVPD basis set) of a cluster of 2 separate species, C5H15N2 in total.

The calculation puts the LUMO energy (spin up / spin down) at -12.3 / -12.6 eV. The value obtained for the energy relative to the best compared isomer or geometry (same formula, charge and spin) is 137.6 kcal per mole. For the strongest force on any atom, the calculation gives 2.344 eV/A. The calculation puts the frontier orbital gap (spin up / spin down) at 7.06 / 6.70 eV. Its spin multiplicity is 2. The calculation puts the total energy at -8384.3438 eV. The expectation value of S² is 0.755. As for the total charge: +2.

Bonds (Å) are listed after each position.
Element x y z (Å)
1 N -0.09 1.54 -1.18  C2 1.431, H8 1.022, H17 1.024
2 C 0.39 0.23 -1.50  N1 1.431, C3 1.504, C4 1.587, H11 1.105
3 C 1.76 0.29 -2.11  C2 1.504, H12 1.084, H13 1.090, H14 1.094
4 C 0.54 -0.60 -0.15  C2 1.587, N5 1.398, H15 1.105, H16 1.101
5 N -0.64 -0.64 0.60  C4 1.398, C6 1.357
6 C -0.68 -1.44 1.69  N5 1.357, C7 1.597, H18 1.098, H19 1.094
7 C -0.31 -0.46 2.89  C6 1.597, H20 1.088, H21 1.080, H22 1.085
8 H 0.13 2.22 -1.91  N1 1.022
9 H -4.89 3.50 -0.41  H10 0.744
10 H -4.26 3.34 -0.77  H9 0.744
11 H -0.37 -0.29 -2.10  C2 1.105
12 H 2.34 -0.62 -2.04  C3 1.084
13 H 2.30 1.07 -1.57  C3 1.090
14 H 1.78 0.61 -3.16  C3 1.094
15 H 0.81 -1.63 -0.46  C4 1.105
16 H 1.43 -0.26 0.40  C4 1.101
17 H -0.96 1.76 -0.69  N1 1.024
18 H -1.71 -1.79 1.87  C6 1.098
19 H 0.00 -2.30 1.60  C6 1.094
20 H -1.06 0.32 2.97  C7 1.088
21 H 0.64 0.03 2.73  C7 1.080
22 H -0.28 -1.08 3.78  C7 1.085

Atomic partial charges in e from the Löwdin method, atoms 1 to 4: number 1, N, carries 0.379; number 2, C, carries -0.320; number 3, C, carries -0.015; number 4, C, carries -0.109

The following is a DFT calculation (ωB97M-V with the def2-TZVPD basis set) of a cluster of 2 separate species, C5H15N2O in total.

The calculation puts the LUMO energy at -3.1 eV. The value obtained for the energy relative to the best compared isomer or geometry (same formula, charge and spin) is 55.5 kcal per mole. For the strongest force on any atom, the calculation gives 6.273 eV/A. The calculation puts the frontier orbital gap at 8.19 eV. The calculation puts the total energy at -10448.1520 eV. As for the total charge: +1.

Bonds (Å) are listed after each position.
Element x y z (Å)
1 C -2.57 -0.97 0.32  C2 1.416, H8 1.095, H9 1.112, H10 1.071
2 C -1.32 -0.43 -0.06  C1 1.416, C3 1.515, N7 1.638, H11 1.110
3 C -0.71 0.64 0.82  C2 1.515, C4 1.510, H12 1.074, H13 1.102
4 C 0.71 0.98 0.42  C3 1.510, C5 1.352, H14 0.995
5 C 0.97 2.30 0.39  C4 1.352, N6 1.350, H15 1.126
6 N 2.12 2.83 -0.08  C5 1.350, H16 0.967, H17 0.972
7 N -0.19 -1.61 0.10  C2 1.638, H18 1.028, H19 1.174, H20 1.074
8 H -2.63 -1.20 1.39  C1 1.095
9 H -2.91 -1.90 -0.20  C1 1.112
10 H -3.29 -0.18 0.30  C1 1.071
11 H -1.19 -0.08 -1.11  C2 1.110
12 H -0.83 0.41 1.86  C3 1.074
13 H -1.36 1.53 0.74  C3 1.102
14 H 1.37 0.23 0.42  C4 0.995
15 H 0.22 3.05 0.76  C5 1.126
16 H 2.79 2.19 -0.36  N6 0.967
17 H 2.35 3.75 0.12  N6 0.972
18 H 0.49 -1.64 -0.68  N7 1.028
19 H -0.66 -2.65 -0.17  N7 1.174
20 H 0.00 -1.89 1.11  N7 1.074
21 H 2.71 -1.16 -1.86  O23 0.997
22 H 2.01 -2.46 -2.47  O23 0.983
23 O 1.90 -1.75 -1.79  H21 0.997, H22 0.983

Atomic partial charges in e from the Löwdin method, atoms 1 to 4: number 1, C, carries -0.082; number 2, C, carries -0.329; number 3, C, carries -0.206; number 4, C, carries -0.117

The lowest total charge belongs to which entry?
C5H15N2O